The following is a quantum chemistry calculation of a molecular structure, C6H12I2NOS in a non-equilibrium geometry, from the OMol25 dataset.

Positions of all 23 atoms, in Å:
1 C -3.551 -0.804 -2.431
2 C 0.942 0.687 -0.116
3 C -0.411 1.100 0.521
4 C 0.942 -0.610 -0.854
5 C -1.270 1.722 -0.526
6 C -3.714 0.672 0.056
7 N 1.011 -1.701 0.188
8 O -4.105 -0.968 -3.412
9 S -3.031 2.106 -0.251
10 I -2.197 -2.667 0.478
11 I -5.725 0.505 0.353
12 H 1.146 1.497 -0.776
13 H 1.609 0.465 0.602
14 H -0.959 0.176 0.737
15 H -0.544 1.732 1.397
16 H 0.025 -0.876 -1.403
17 H 1.823 -0.597 -1.458
18 H -0.892 2.698 -0.891
19 H -1.299 1.167 -1.437
20 H -3.283 -0.288 0.273
21 H -0.033 -2.005 0.417
22 H 1.420 -1.356 1.020
23 H 1.491 -2.551 -0.075

Atoms 1-6, force components in eV/Å:
C -0.7 -0.6 -2.0
C -3.6 1.1 -0.8
C -1.5 -1.3 -0.2
C -1.2 -0.7 -0.1
C -0.6 1.6 -1.6
C -1.4 -2.4 0.8

HOMO-LUMO gap (alpha / beta)   0.233 / 0.167 Ha
2S+1   3
E_LUMO (alpha / beta)   -3.28 / -7.43 eV
HOMO level (alpha / beta)   -9.619 / -11.966 eV
Net charge   +1